This record from OMol25 describes one molecule with the formula C2H9N2P in a non-equilibrium geometry. The level of theory is the ωB97M-V functional and the def2-TZVPD basis.

Summary:
- Energy relative to the best compared isomer or geometry (same formula, charge and spin): 21.6 kcal per mole
- Maximum force: 3.51 eV/A
- HOMO-LUMO gap: 8.9 eV
- SMILES: CN(C)PN

Geometry as ORCA input:
```
! wB97M-V def2-TZVPD RIJCOSX def2/J DEFGRID3
* xyz 0 1
C -1.2743 -0.8421 -0.2605
N -0.1560 -0.0633 0.0731
C -0.5526 1.1105 0.7810
P 1.4095 -0.6553 0.5151
N 2.2094 0.2647 -0.6292
H -1.4008 -0.8233 -1.3471
H -1.0528 -1.9184 0.0674
H -2.1196 -0.5863 0.3996
H -1.0812 0.8395 1.6967
H 0.2542 1.7706 0.9616
H -1.3536 1.6599 0.0641
H 1.3283 -1.9428 -0.3585
H 2.5890 1.1829 -0.3503
H 1.5239 0.4044 -1.2864
*
```

These are the Mulliken partial charges, in e, on atoms 1 to 6: -0.9638, 0.0525, -1.0428, -0.0352, -0.5833, 0.2397